96
Properties=species:S:1:pos:R:3:forces:R:3:lowdin_charge:R:1 method="wB97M-V/def2-TZVPD" s_squared=6.0166 multiplicity=5 orbital_gap_ev="5.0 / 4.5" total_charge=0 e_above_lowest_kcal_mol=15.3
Pt 0.90318 0.26793 0.58566 -1.2248 -0.8383 -0.2504 0.858
C 0.64003 1.80095 -1.22817 0.6026 -1.0675 -1.3411 -0.224
C 1.57767 0.70421 -1.51702 -0.4176 0.0657 -0.7237 -0.418
C 0.76599 -0.34796 -2.12336 -0.0733 1.2575 0.0947 -0.160
Si 3.47909 0.73422 -1.51447 -0.6470 -0.4673 1.0014 0.524
C -0.56969 0.09333 -2.18119 0.8265 0.1266 -0.6900 -0.154
C -0.65309 1.43798 -1.71839 -0.3981 0.6717 0.6733 -0.316
Si -2.11057 2.65367 -1.82837 0.3956 -1.5592 0.7318 0.535
H 0.98070 2.80332 -0.99388 -0.1780 -0.1347 0.2741 0.103
H 1.22208 -1.19013 -2.62087 -0.3442 -0.3610 0.2132 0.088
H -1.39777 -0.44830 -2.62768 0.1405 -0.0592 0.0731 0.092
Cl -0.83595 -1.56526 1.06658 0.4452 2.7042 -0.5883 0.195
C -1.58672 4.43525 -1.70621 -0.0070 0.2282 -0.2060 -0.160
C -2.98667 2.26721 -3.43210 0.0340 0.5030 -0.2464 -0.179
C 4.06556 2.48618 -1.60113 0.2200 0.1976 -0.2025 -0.169
C 4.24055 -0.30361 -2.86729 -0.0605 0.0286 -0.3944 -0.174
H -2.26748 2.33795 -4.26038 -0.2807 -0.0318 0.0887 0.041
H -3.77685 3.01882 -3.57643 0.0556 -0.2567 -0.1807 0.035
H -3.43652 1.26787 -3.44268 0.0936 0.2070 -0.0021 0.021
H -1.03489 4.67227 -0.78715 -0.1827 -0.1878 -0.2308 0.009
H -2.49406 5.05884 -1.74810 0.3037 -0.0321 0.0099 0.041
H -0.94889 4.68893 -2.56644 -0.1796 0.0229 0.2116 0.044
H 3.93771 0.08688 -3.84518 0.1031 -0.1443 0.0089 0.036
H 3.97805 -1.37101 -2.82429 0.0183 0.3238 0.0351 0.029
H 5.33330 -0.22463 -2.79158 -0.1636 -0.0233 -0.0452 0.039
H 3.74540 2.91020 -2.56326 0.1407 0.0561 0.2167 0.041
H 5.16279 2.50842 -1.54295 -0.2122 0.1109 -0.0528 0.043
H 3.66997 3.08938 -0.77824 0.0256 -0.1045 -0.1445 0.018
C -3.40506 2.22524 -0.43983 0.6036 1.1991 -0.8470 -0.403
C 4.08575 -0.11455 0.10755 1.1487 -0.0748 -0.0284 -0.385
P -2.98607 0.61316 0.25394 -1.4045 0.6526 -0.4285 1.114
H -4.40513 2.18519 -0.92147 0.5239 0.0491 0.4652 0.043
H -3.37465 3.05470 0.29902 0.0325 -0.7611 -0.3920 0.048
P 2.71434 -1.03946 0.85770 -0.1943 0.4985 -0.6760 0.818
H 4.54836 0.62240 0.79582 -0.5938 -0.4150 -0.3952 0.037
H 4.90441 -0.81565 -0.17310 -0.4559 0.5789 0.2055 0.033
C 3.01855 -1.59876 2.56163 0.2383 -0.3638 0.1011 -0.533
C 2.73195 -2.52127 -0.22933 -0.3181 -0.1852 0.0869 -0.526
C -4.01338 -0.45732 -0.91583 0.9042 -0.3941 0.2853 -0.516
C -3.88327 0.63766 1.88849 0.4063 -0.6291 0.6289 -0.518
C -2.88221 0.45394 3.04067 0.2183 -0.2580 0.2290 -0.136
H -4.53315 -0.24859 1.85248 0.0786 0.1291 0.0059 0.099
C -4.71753 1.89998 2.13582 -0.1481 -0.0462 -0.1075 -0.118
H -4.04055 2.74933 2.30707 -0.3106 -0.1542 -0.0592 0.081
H -5.32371 1.75606 3.04601 0.2748 -0.0125 -0.2642 0.089
H -5.40581 2.13075 1.30902 0.2608 -0.0044 0.2855 0.071
H -2.39053 -0.53516 3.01179 -0.1693 0.5603 -0.0833 0.035
H -3.39644 0.54563 4.00951 0.0763 0.0466 -0.2745 0.081
H -2.10860 1.23468 2.97478 -0.1641 -0.2931 0.1133 0.066
H -3.61782 -0.19910 -1.90983 -0.1528 -0.0050 0.2505 0.078
C -5.50597 -0.15561 -0.83185 -0.1529 0.2875 -0.1307 -0.105
C -3.79314 -1.95343 -0.68604 0.0051 -0.3470 -0.2030 -0.133
H -5.78113 0.82079 -1.24916 0.0585 -0.2120 0.2145 0.071
H -5.86350 -0.22668 0.19945 -0.0716 0.0336 -0.1638 0.074
H -6.03367 -0.91032 -1.42152 -0.0052 0.0430 0.0702 0.084
H -2.75542 -2.28094 -0.83608 -0.2779 0.2635 0.1425 0.046
H -4.42875 -2.49335 -1.40285 0.1630 0.0202 0.1653 0.080
H -4.11296 -2.26321 0.31793 0.1315 0.0918 -0.1329 0.080
H 2.55803 -2.12557 -1.24647 0.3359 -0.1426 0.4007 0.075
C 1.66344 -3.58474 0.03589 -0.3450 -0.1749 -0.1503 -0.124
C 4.08229 -3.19255 -0.07062 0.5172 -0.2236 -0.4774 -0.120
H 4.92767 -2.57645 -0.39415 -0.1799 -0.2714 0.1001 0.061
H 4.09233 -4.09870 -0.67716 0.1358 -0.1129 0.0591 0.082
H 4.23645 -3.47688 0.97373 0.0840 -0.0928 -0.1015 0.079
H 0.63539 -3.29247 -0.21869 0.4990 0.1738 0.1250 0.025
H 1.66696 -3.90692 1.08344 -0.0037 0.0432 -0.1247 0.068
H 1.91404 -4.46806 -0.57223 -0.0784 0.1789 0.1742 0.084
C 1.95223 -1.18813 3.58096 -0.1560 0.1901 0.1119 -0.118
C 4.42969 -1.18422 2.98044 0.1851 -0.3600 0.3556 -0.106
H 2.94419 -2.68697 2.47354 0.2671 -0.0981 0.0737 0.091
H 4.45474 -0.10785 3.20494 0.0815 -0.3043 -0.0625 0.076
H 5.17302 -1.41138 2.19818 -0.2317 0.1205 0.3648 0.070
H 4.70089 -1.75068 3.88574 0.0451 0.3302 -0.1794 0.087
H 1.95168 -0.10905 3.75077 -0.0186 -0.2044 -0.0893 0.037
H 2.17508 -1.65980 4.54712 0.0049 -0.0144 -0.1745 0.085
H 0.93971 -1.48524 3.27729 0.2851 0.0032 -0.0236 0.038
C -1.20538 -3.67536 1.63274 -0.8576 -2.2940 0.2883 -0.282
H -1.32028 -4.17009 0.65142 0.0788 0.2754 0.7834 -0.009
H -0.34425 -3.94457 2.24892 -0.4426 0.1020 -0.2075 -0.022
H -2.10651 -3.28761 2.11115 0.3443 -0.6278 -0.0223 -0.042
O -0.96034 2.57573 1.09941 1.7364 1.5064 1.0929 -0.060
C 0.16528 2.92920 1.55010 -0.9435 -2.6763 -0.5786 -0.490
N 1.20876 2.03330 1.59951 -0.0258 0.5494 1.2341 -0.248
S 2.56853 2.53489 2.45303 -1.8425 -0.0530 -1.4188 0.691
O 2.55812 1.96748 3.78926 0.2655 1.0006 -1.0447 -0.291
O 3.76557 2.42163 1.64684 -0.3911 -0.0470 0.7284 -0.315
C 1.98176 4.19877 2.26080 0.0347 1.5105 0.9250 -0.216
C 2.75646 5.34577 2.34272 -0.7247 0.4822 0.4040 -0.023
C 2.02841 6.56699 2.28295 -0.4440 -0.1125 -0.1959 -0.052
C 0.62607 6.63324 2.03215 0.4661 0.1985 -0.0698 -0.057
C -0.08719 5.46228 1.75338 1.0737 -1.0272 0.5907 -0.005
C 0.60936 4.25836 1.95377 0.5250 0.9930 -0.4116 -0.127
H 3.85452 5.28204 2.49314 -0.9618 0.2448 -0.0759 0.132
H 2.56011 7.50654 2.41824 -0.0608 -0.1859 -0.0296 0.101
H 0.07939 7.60389 2.01445 0.7954 -0.7683 -0.0585 0.116
H -1.11199 5.38514 1.39003 0.2060 0.3539 0.2876 0.116

95
Properties=species:S:1:pos:R:3:forces:R:3:lowdin_charge:R:1 method="wB97M-V/def2-TZVPD" s_squared=0.9085 multiplicity=2 orbital_gap_ev="6.7 / 6.6" total_charge=+1 e_above_lowest_kcal_mol=7.1
Ir -0.85861 -1.15583 -1.02825 -3.2203 3.4009 3.7482 1.352
C 3.13109 -3.39343 -3.23125 -0.2378 -0.0145 0.1602 -0.063
C 1.87889 -2.83633 -2.55975 -0.1679 0.0556 -0.1029 -0.369
C 0.90989 -2.25423 -3.59315 -0.2097 -0.0295 0.2588 -0.072
C 2.23569 -1.78693 -1.55285 0.1033 -0.1829 -0.0150 -0.248
C 3.48889 -1.34613 -1.15105 -0.3967 0.1327 0.1394 0.059
C 3.25099 -0.35973 -0.19855 -0.1354 -0.2320 -0.2199 -0.174
C 4.29359 0.43107 0.51945 0.1625 0.0735 0.1114 -0.359
C 5.18919 -0.51903 1.32085 -0.1923 0.1813 0.0244 -0.045
C 5.12069 1.22837 -0.49365 -0.1813 0.0187 0.1664 -0.042
N 1.91849 -0.24293 -0.05275 0.4423 0.4187 0.3641 0.058
N 1.30049 -1.10603 -0.88165 -1.5532 -0.6278 -0.7364 -0.064
B 1.12369 0.69417 0.88575 -0.3155 -0.1283 -0.2703 -0.480
N 0.23429 -0.17923 1.79885 0.2821 0.3955 0.3365 0.066
N -0.60791 -1.06243 1.24095 -0.4633 -0.5221 -2.0546 0.015
C -1.12501 -1.84843 2.18725 -0.0278 0.1002 -0.2801 -0.246
C -0.60811 -1.44113 3.41075 0.1419 0.2724 -0.3092 0.064
C 0.24549 -0.37453 3.13565 -0.4338 -0.5230 0.1670 -0.169
C 0.98249 0.39447 4.18725 0.3476 0.3076 -0.0573 -0.343
C 0.68309 1.89527 4.14615 -0.0836 -0.2451 0.1226 -0.042
C 2.48999 0.11857 4.17005 -0.2517 -0.0705 0.1039 -0.039
C -2.06261 -2.95513 1.83235 0.0799 -0.1727 -0.1096 -0.382
C -2.71711 -3.57413 3.06305 0.0231 0.2129 -0.2572 -0.053
C -1.31391 -4.00283 0.99945 -0.1329 0.2712 -0.1265 -0.056
N 0.26099 1.62277 0.00275 0.3432 0.2758 0.3140 0.057
N -0.64181 1.11887 -0.85745 -0.1595 -2.2478 -0.4007 0.022
C -1.17771 2.11627 -1.56155 -0.0109 -0.3213 -0.0685 -0.256
C -0.59581 3.30847 -1.14545 0.1557 -0.3965 0.2596 0.059
C 0.31419 2.96137 -0.15125 -0.2864 -0.0045 -0.3636 -0.175
C 1.15389 3.90477 0.64325 0.0609 0.1580 0.1678 -0.361
C 0.23219 4.78017 1.50035 0.2199 -0.1569 0.0262 -0.044
C 2.03619 4.76757 -0.26265 -0.0427 -0.2180 0.1612 -0.043
C -2.19971 1.88097 -2.62125 0.0231 0.0106 -0.0878 -0.383
C -3.44071 2.73737 -2.36875 0.0884 -0.2781 -0.0244 -0.054
C -1.58971 2.17297 -3.99435 -0.1461 -0.1361 0.1245 -0.043
H 2.86129 -4.15183 -3.96075 -0.0093 -0.0693 -0.0697 0.085
H 3.67189 -2.60123 -3.74285 0.0946 0.0724 -0.0842 0.090
H 3.78699 -3.84883 -2.49345 0.1177 -0.0508 0.0060 0.085
H 1.36809 -3.65193 -2.03025 0.0543 0.0544 -0.0311 0.140
H 1.36279 -1.40733 -4.10375 -0.0148 0.1283 -0.0458 0.093
H 0.63779 -3.00263 -4.33265 -0.1034 -0.0572 -0.0516 0.087
H -0.02411 -1.90683 -3.09165 0.3618 -0.1468 -0.5042 0.005
H 4.44109 -1.69383 -1.49195 0.1918 -0.0588 -0.0910 0.118
H 3.81599 1.13357 1.20395 0.0065 -0.0709 -0.0399 0.108
H 5.72769 -1.18273 0.64965 0.0901 -0.1035 -0.0395 0.082
H 5.91249 0.04657 1.90245 0.1042 0.0363 0.0423 0.087
H 4.59489 -1.12353 2.00185 -0.0031 -0.0950 0.0918 0.078
H 5.64479 0.55507 -1.16655 0.0810 -0.0400 -0.1126 0.082
H 4.48029 1.87957 -1.08405 -0.0157 0.0820 -0.1084 0.078
H 5.85499 1.84227 0.02145 0.0968 0.0439 0.0372 0.086
H 1.86079 1.33517 1.52955 0.1681 0.1142 0.1927 0.093
H -0.81711 -1.86053 4.37375 -0.0627 -0.0205 0.1983 0.120
H 0.59709 0.01287 5.14015 -0.0048 -0.0084 -0.1739 0.140
H 1.08999 2.35787 3.25445 0.0715 0.0906 -0.1343 0.049
H -0.39091 2.06647 4.16545 -0.0982 0.0928 0.0079 0.090
H 1.12539 2.37707 5.01475 0.0279 0.0868 0.0590 0.089
H 2.95619 0.52507 3.27905 0.0968 0.0668 -0.1436 0.055
H 2.95159 0.57677 5.04145 0.0947 0.0411 0.0498 0.087
H 2.67829 -0.95223 4.20435 0.0900 -0.0880 -0.0005 0.088
H -2.83371 -2.51733 1.18875 0.0086 -0.0134 0.1180 0.081
H -1.97731 -4.08063 3.67655 0.0891 -0.0771 0.1170 0.087
H -3.20401 -2.80863 3.66125 -0.0766 0.0344 0.1294 0.086
H -3.46701 -4.30183 2.76405 -0.0480 -0.0947 -0.0087 0.083
H -0.50381 -4.44273 1.57645 0.1267 -0.0295 0.0053 0.093
H -1.98831 -4.79513 0.68425 -0.0511 -0.0920 -0.0742 0.085
H -0.89481 -3.52433 0.09905 0.0186 -0.3122 0.1722 0.027
H -0.80831 4.28727 -1.51975 -0.0527 0.2697 -0.0474 0.124
H 1.81129 3.33867 1.30455 -0.0605 -0.0248 -0.0174 0.109
H -0.43411 5.36527 0.87225 -0.0794 0.0817 -0.0664 0.084
H -0.37091 4.16577 2.16435 -0.1051 -0.0115 0.0845 0.076
H 0.82659 5.46157 2.10265 0.0280 0.1126 0.0939 0.086
H 1.43709 5.37857 -0.93185 -0.0730 0.0790 -0.0993 0.082
H 2.64169 5.42707 0.35355 0.0701 0.1097 0.0107 0.085
H 2.70259 4.14857 -0.85835 0.0696 -0.0258 -0.1149 0.077
H -2.46821 0.81637 -2.57585 -0.0053 0.1717 -0.0170 0.085
H -3.19211 3.79317 -2.42675 -0.0008 0.1547 0.0119 0.084
H -4.20061 2.52797 -3.11765 -0.0938 0.0227 -0.0932 0.080
H -3.85991 2.53267 -1.38585 -0.0631 0.0530 0.0929 0.076
H -1.24701 3.20387 -4.04625 0.0509 0.0909 -0.0354 0.086
H -0.74621 1.51397 -4.18515 0.1334 -0.0167 -0.0611 0.080
H -2.33041 2.01797 -4.77365 -0.0775 -0.0065 -0.1350 0.083
C -4.69401 -2.90143 -0.95695 0.5689 0.0307 -0.1067 -0.017
C -4.16021 -1.46153 -1.17855 -1.8956 0.9883 1.5394 -0.731
C -4.80871 -0.95793 -2.49695 0.7476 -0.0229 -0.0736 -0.011
C -4.61791 -0.54163 -0.01385 -0.1981 -0.2165 -0.3034 -0.024
N -2.79461 -1.41823 -1.24195 6.0882 -1.4165 -1.5837 -0.040
H -5.77711 -2.87643 -0.87785 -0.0779 0.1099 -0.0270 0.095
H -4.29491 -3.33873 -0.04685 0.0556 -0.0170 0.1044 0.063
H -4.40351 -3.52683 -1.79515 -0.0174 -0.1287 -0.1085 0.090
H -5.87771 -1.12863 -2.45665 -0.1318 -0.0224 0.1734 0.095
H -4.39951 -1.50913 -3.33635 0.0537 -0.0560 -0.1900 0.090
H -4.61631 0.09897 -2.63165 -0.0019 0.2078 -0.0607 0.061
H -5.69021 -0.39713 -0.06955 -0.2544 0.0908 0.1617 0.088
H -4.11811 0.42077 -0.09095 0.0017 0.1019 -0.0190 0.070
H -4.36361 -0.98983 0.94365 -0.0071 -0.0034 0.1007 0.072